{
  "formula": "C27H32ClLuN3O5S",
  "method": "ωB97M-V with the def2-TZVPD basis set",
  "species": ["O", "H", "H", "C", "C", "H", "N", "C", "C", "C", "C", "H", "Cl", "H", "H", "H", "C", "O", "C", "O", "C", "C", "H", "O", "H", "C", "C", "C", "H", "C", "C", "N", "H", "C", "C", "C", "H", "H", "H", "H", "C", "H", "H", "C", "S", "C", "H", "H", "C", "H", "C", "C", "H", "H", "H", "H", "O", "H", "H", "H", "C", "H", "H", "C", "H", "H", "N", "C", "Lu", "H"],
  "coordinates": [[-0.913923, -4.152565, -1.473284], [-0.214190, 1.194878, 7.211890], [-1.666792, -3.078031, -4.952439], [-2.451013, 2.410102, -2.027277], [0.134541, -4.442594, -0.503192], [-0.254376, 0.089794, -5.511793], [1.379937, -0.287163, 1.910096], [0.403669, 0.864939, 6.380277], [-0.837311, 0.061890, -4.589438], [0.176687, -3.359860, 1.759468], [-1.263151, 1.257268, -4.003655], [-2.798693, 3.213623, -2.686226], [-3.693686, -0.888209, 1.674442], [-2.425308, -0.566117, 2.187799], [-3.311734, -2.195849, -1.520760], [-0.810940, -3.787983, 1.968521], [-0.803617, -2.472087, -4.653893], [-0.843552, 0.213573, 2.141427], [0.667290, 0.327436, 4.060172], [3.759316, 0.532081, 2.350846], [0.324394, -3.143300, 0.264838], [2.008247, 0.043543, 4.284009], [1.009235, 4.868945, -1.217347], [-0.920607, 4.153248, -1.391496], [-0.215642, -5.275474, 0.117487], [-0.972955, 2.589016, -4.612531], [0.352407, 0.071249, 2.659152], [1.755056, 0.553256, 6.602350], [2.074349, 1.434772, -0.730238], [1.755543, 2.434140, -1.043476], [-1.888829, -1.167836, -2.804250], [-0.609908, 2.176937, -0.343156], [-0.186126, -2.312963, -5.540365], [2.575695, 0.140721, 5.547356], [1.673326, -2.559179, -0.099918], [0.660048, 2.957780, -0.126960], [1.805079, 3.812874, 1.472336], [3.624655, -0.106635, 5.677674], [0.960748, -4.047062, 2.100377], [0.274847, 3.064561, 1.993876], [-0.161290, 0.756493, 5.111401], [-2.694318, -3.201538, -2.861318], [1.407767, 2.391124, -2.085076], [-1.935964, 0.005124, -2.102664], [2.806363, -0.455155, 2.789720], [-1.360851, -2.934918, -1.237275], [-1.205509, 0.986687, 4.888127], [2.616456, 3.115360, -0.993263], [-1.314550, 2.900420, -1.192725], [1.798701, -2.557378, -1.191653], [1.125721, 2.963121, 1.315215], [-2.423275, -2.414220, -2.147480], [-3.266033, 2.144907, -1.328676], [1.674968, 2.047348, 1.541188], [1.011481, -4.762905, -1.077753], [2.460604, -3.177930, 0.353597], [3.205810, -1.838884, 2.858858], [-0.312619, 3.190021, -3.972311], [-0.229524, -3.091759, -3.952977], [1.763967, -1.539703, 0.286387], [-1.191681, -1.168170, -4.034968], [-0.002395, 5.024253, 0.248363], [-0.479424, 2.476446, -5.580575], [-1.926453, 1.202355, -2.754362], [0.295502, -2.415846, 2.297244], [-1.878147, 3.188860, -4.761459], [-0.795804, -2.276140, -0.236594], [0.270443, 4.362112, -0.583667], [-1.719635, -0.176024, 0.269305], [2.166951, 0.632251, 7.602664]],
  "atomic_forces_ev_per_a": [[0.3, -0.8, -0.1], [0.1, 0.0, -0.1], [0.0, 0.1, 0.0], [0.6, 0.6, 0.5], [-0.5, -0.6, -0.5], [-0.1, 0.0, 0.2], [1.8, -0.6, -0.8], [-0.7, 0.0, -0.8], [0.0, 0.1, -0.1], [0.0, 0.0, 0.1], [-0.8, 0.2, 0.8], [0.2, -0.1, 0.1], [0.3, 0.0, 1.1], [-0.6, -0.2, 1.0], [0.2, 0.2, -0.3], [0.1, 0.0, 0.1], [0.2, -0.4, -0.4], [-1.5, -0.2, -0.2], [-1.4, -0.3, -2.2], [0.6, -0.2, -0.2], [-0.1, 0.4, 0.2], [1.8, -0.2, 1.2], [-0.1, -0.2, 0.2], [0.5, 0.7, -0.3], [0.0, 0.1, -0.1], [0.2, 0.4, -0.4], [0.8, 0.6, 2.9], [0.6, -0.1, 0.2], [0.0, 0.1, -0.1], [0.1, -0.3, -0.2], [1.2, -0.2, -1.8], [-0.9, 0.7, -1.4], [0.0, 0.0, 0.0], [-0.5, 0.1, -0.4], [0.3, 0.3, -0.2], [-0.3, 0.0, 0.2], [-0.1, -0.2, 0.0], [-0.1, 0.1, 0.2], [-0.2, 0.1, 0.1], [0.1, 0.0, 0.0], [0.2, 0.1, 0.7], [0.1, 0.1, 0.2], [0.0, 0.0, 0.2], [-2.1, -0.4, 3.1], [-3.4, 1.0, 0.1], [0.5, 1.2, 1.3], [0.3, 0.0, 0.3], [-0.1, -0.2, 0.0], [0.9, -1.3, 1.3], [0.0, 0.0, 0.1], [0.2, 0.0, 0.2], [0.5, -0.6, 0.4], [0.0, -0.3, -0.3], [-0.1, 0.1, 0.1], [-0.1, 0.1, 0.2], [-0.1, 0.2, -0.1], [0.6, -0.2, -0.2], [-0.1, -0.1, -0.1], [0.0, 0.1, -0.1], [0.0, -0.3, -0.1], [-0.8, -0.3, 0.7], [0.0, -0.2, -0.1], [0.0, 0.1, 0.0], [1.0, 0.4, -1.9], [0.0, -0.2, -0.1], [0.1, -0.1, 0.0], [-0.5, -1.0, -1.6], [-0.6, 0.3, -0.1], [1.5, 1.3, -2.5], [0.0, 0.0, -0.1]],
  "lowdin_charge": [0.02, 0.09, 0.08, -0.09, -0.07, 0.10, -0.10, -0.12, -0.03, -0.03, -0.23, 0.12, 0.28, -0.15, 0.10, 0.09, -0.06, -0.35, -0.18, -0.33, -0.54, -0.26, 0.13, 0.01, 0.13, -0.06, -0.57, -0.13, 0.09, -0.02, -0.26, 0.11, 0.07, -0.07, -0.04, -0.54, 0.09, 0.11, 0.10, 0.09, -0.04, 0.12, 0.09, -0.21, 0.63, -0.36, 0.10, 0.09, -0.38, 0.09, -0.03, -0.08, 0.09, 0.05, 0.13, 0.09, -0.33, 0.07, 0.07, 0.04, -0.24, 0.13, 0.07, -0.26, 0.06, 0.08, 0.04, -0.08, 1.31, 0.08],
  "total_charge": -1,
  "gap_ev": [3.71, 4.06],
  "lumo_energy_ev": [2.56, 2.37],
  "energy_ha": -3682.44453
}



{
  "formula": "C18H26N2O4",
  "method": "ωB97M-V with the def2-TZVPD basis set",
  "species": ["N", "C", "O", "H", "H", "H", "C", "H", "H", "C", "O", "H", "H", "H", "O", "C", "C", "H", "H", "H", "H", "C", "H", "H", "H", "H", "H", "H", "H", "H", "H", "H", "C", "O", "H", "N", "C", "C", "C", "H", "C", "C", "C", "C", "C", "C", "H", "C", "H", "C"],
  "coordinates": [[-1.835845, 1.306337, -3.492254], [-2.124508, -1.108156, -1.560274], [-3.087206, -0.351450, -1.586822], [-1.363533, -0.571428, 2.923302], [1.538854, 0.847995, -3.248810], [-0.736754, -1.523346, 4.622203], [-1.538627, -1.600632, -0.292962], [2.822374, 1.539361, 3.276044], [1.426408, -0.424290, 2.698227], [-1.194455, -1.204930, 2.067333], [0.129735, -2.871457, 3.290087], [1.491271, -0.984954, 5.701082], [-2.322556, 0.065339, 0.772046], [0.775958, 3.366255, -0.337431], [-0.209690, 0.464110, -4.839413], [-1.216204, 0.319833, -4.174897], [-1.097467, 2.481184, -3.102738], [3.650889, 0.047682, 3.722868], [2.284787, -1.964648, 4.462793], [2.184205, 0.521560, -1.620297], [-0.668177, -3.424626, -1.043705], [-1.903690, -1.039456, -3.997173], [-0.327419, 2.646530, -3.858823], [0.394268, 4.262290, -1.818402], [0.290162, -4.077347, 1.120453], [-2.571298, 1.012807, -2.852239], [0.647325, 0.558633, 3.942205], [2.061808, 3.095835, -3.052321], [-1.568977, -1.733898, -4.768405], [2.771595, 2.808511, -1.462932], [0.134616, -2.918116, 5.283280], [2.871939, 1.028746, 4.964482], [-0.446196, 2.246119, -1.718260], [0.215242, 1.000252, -1.670829], [-2.989646, -0.928715, -4.029682], [-1.537394, -1.564648, -2.695060], [-0.272370, -3.161837, 1.023645], [1.521833, 1.169071, -2.200389], [1.880613, 2.662280, -2.070099], [-0.609731, -1.950539, -2.621119], [1.430088, -1.314779, 4.661654], [-1.735757, -0.837036, 0.852039], [-0.803868, -2.780973, -0.186968], [0.639997, 3.282394, -1.415713], [0.154023, -2.147429, 4.505484], [-0.444726, -2.374275, 2.168086], [-1.764887, 3.344293, -3.057916], [1.495097, -0.099875, 3.738525], [-1.232669, 2.204003, -0.957893], [2.790563, 0.677419, 3.937986]],
  "atomic_forces_ev_per_a": [[-0.3, 0.3, 0.1], [0.1, -0.3, -0.1], [-0.2, 0.1, 0.1], [0.0, 0.0, 0.1], [0.0, 0.0, 0.2], [0.0, -0.1, 0.0], [0.0, 0.0, 0.4], [0.1, 0.1, 0.0], [-0.1, 0.0, 0.0], [0.1, -0.1, 0.3], [0.0, -0.1, -0.3], [0.0, 0.0, 0.1], [0.0, 0.1, 0.0], [0.0, 0.1, 0.0], [0.3, 0.0, -0.2], [-0.5, -0.3, -0.1], [0.3, -0.1, 0.3], [0.1, 0.0, 0.0], [0.0, 0.0, 0.1], [0.0, 0.1, -0.1], [0.0, -0.1, -0.1], [0.0, 0.2, 0.0], [-0.1, 0.1, 0.0], [0.0, 0.1, 0.0], [0.1, -0.1, 0.0], [0.1, -0.1, -0.2], [-0.1, 0.0, -0.1], [0.1, 0.0, 0.0], [0.0, 0.2, 0.0], [0.0, 0.0, 0.0], [-0.1, 0.1, -0.1], [0.1, 0.1, 0.1], [-0.2, 0.4, -0.1], [-0.1, -0.1, 0.1], [0.1, -0.1, 0.0], [0.1, -0.2, -0.1], [0.1, 0.0, 0.3], [0.5, -0.2, -0.2], [0.0, -0.1, 0.0], [-0.1, 0.1, 0.1], [-0.5, 0.0, -0.4], [0.0, -0.1, -0.3], [-0.1, 0.2, 0.0], [-0.2, -0.2, 0.1], [0.3, 0.2, 0.5], [-0.1, -0.1, -0.4], [0.1, 0.0, 0.0], [0.2, -0.1, 0.2], [0.0, 0.0, 0.0], [-0.2, 0.0, -0.1]],
  "lowdin_charge": [0.08, -0.45, 0.04, 0.10, 0.11, 0.12, -0.15, 0.07, 0.11, -0.01, -0.04, 0.12, 0.12, 0.11, 0.05, -0.48, -0.11, 0.07, 0.12, 0.12, 0.11, -0.07, 0.13, 0.11, 0.12, 0.11, 0.11, 0.11, 0.13, 0.10, 0.13, 0.07, -0.32, -0.11, 0.13, 0.09, 0.01, -0.18, -0.14, 0.14, -0.18, 0.00, -0.02, -0.12, -0.19, -0.27, 0.13, -0.27, 0.15, -0.11],
  "gap_ev": 9.24,
  "smiles": "CCCCOc1ccc(C(=O)NCC(=O)NC[C@@H]2CCCO2)cc1",
  "e_above_lowest_kj_mol": 24.13,
  "lumo_energy_ev": 0.64,
  "energy_ha": -1112.00156
}



{
  "formula": "C4H10N2",
  "method": "ωB97M-V with the def2-TZVPD basis set",
  "species": ["H", "C", "H", "H", "H", "H", "H", "H", "N", "H", "C", "H", "C", "H", "C", "N"],
  "coordinates": [[0.586649, -1.644768, 1.116954], [1.573637, 0.841275, 0.309200], [-1.883830, 0.763843, -0.292942], [-0.142774, -0.375419, 2.111166], [-1.126154, -1.262780, 0.944909], [-1.604950, -1.378394, -1.258759], [1.585276, 1.365152, 1.262842], [1.787330, 1.546255, -0.488065], [-0.711939, -1.199435, -1.724437], [2.352400, 0.082526, 0.317191], [0.224560, 0.195204, 0.081360], [-0.877948, -1.128336, -2.723579], [-0.142155, -0.836698, 1.124920], [-0.684320, 2.018378, -0.851049], [-0.855436, 0.990296, -0.563288], [-0.106097, -0.000202, -1.312966]],
  "atomic_forces_ev_per_a": [[0.0, -0.1, 0.0], [-0.3, -0.1, -0.1], [0.0, -0.1, 0.0], [0.0, 0.0, 0.1], [-0.1, -0.1, 0.1], [0.1, 0.2, -0.1], [0.0, 0.1, 0.1], [0.0, 0.1, -0.1], [-0.3, -0.5, 0.1], [0.1, -0.1, 0.0], [0.3, 0.0, 0.4], [0.0, 0.0, 0.2], [-0.1, 0.1, -0.4], [0.0, 0.1, 0.0], [-0.3, 0.2, 0.1], [0.3, 0.2, -0.4]],
  "lowdin_charge": [0.08, -0.03, 0.11, 0.08, 0.07, 0.07, 0.08, 0.08, 0.02, 0.08, -0.54, 0.07, -0.03, 0.10, -0.09, -0.13],
  "gap_ev": 10.08,
  "smiles": "CC1(C)CN1N",
  "e_above_lowest_kj_mol": 202.21,
  "lumo_energy_ev": 1.09,
  "energy_ha": -267.84831
}